Entry 1:
9
Properties=species:S:1:pos:R:3:lowdin_charge:R:1 method="wB97M-V/def2-TZVPD" smiles="CC(=O)PF" lumo_ev=0.537 de_lowest_kcal_mol=4.82 homo_energy_ha=-0.3377 gap_ha=0.35742
C -1.26 -0.05 -0.30 -0.078
C 0.22 -0.48 -0.30 -0.698
O 0.78 -1.55 -0.22 0.011
P 1.37 0.94 0.02 0.903
F 2.79 0.14 0.23 -0.375
H -1.40 1.05 -0.04 0.083
H -1.56 -0.25 -1.31 0.074
H -1.64 -0.63 0.54 0.086
H 0.71 0.83 1.38 -0.006

***

Entry 2:
8
Properties=species:S:1:pos:R:3:lowdin_charge:R:1 method="wB97M-V/def2-TZVPD" smiles=CC#P.F lumo_ev=0.348 de_lowest_kcal_mol=35.71 homo_energy_ha=-0.3626 gap_ha=0.37538
C 1.50 -0.12 -0.05 -0.156
C 0.12 -0.56 0.12 -0.659
P -1.34 -1.16 0.16 0.806
H 1.92 -1.19 -0.25 0.128
H 1.77 0.22 0.88 0.044
H 1.57 0.37 -0.92 0.035
F -3.03 1.58 -0.05 -0.077
H -2.52 0.87 0.11 -0.120

***

Entry 3:
9
Properties=species:S:1:pos:R:3:lowdin_charge:R:1 method="wB97M-V/def2-TZVPD" lumo_ev="-1.698 / -1.700" de_lowest_kcal_mol=62.17 homo_energy_ha="-0.3338 / -0.3337" gap_ha="0.27136 / 0.27122"
C 0.61 0.65 1.18 -0.676
C -0.80 -0.59 -0.94 -0.493
F 0.02 1.76 0.56 -0.176
P -0.58 -1.19 0.78 0.894
S 2.02 -0.48 0.19 0.360
H -1.62 -0.02 -1.33 0.029
H -0.67 -1.48 -1.55 0.014
H 0.10 0.06 -1.04 -0.058
H 0.91 1.29 2.15 0.106

***

Entry 4:
8
Properties=species:S:1:pos:R:3:lowdin_charge:R:1 method="wB97M-V/def2-TZVPD" s2=8.770 lumo_ev="-11.549 / -12.375" multiplicity=6 homo_energy_ha="-0.7014 / -0.7452" gap_ha="0.27698 / 0.29040" total_charge=+2
O -0.75 -1.57 0.65 -0.473
Ho -0.55 -1.90 -1.43 2.120
C 0.19 0.03 0.67 -0.140
C 0.13 0.89 -0.47 0.042
H -0.45 0.40 1.48 0.138
H 1.20 -0.35 0.90 0.122
H -0.74 1.53 -0.65 0.103
H 0.98 0.98 -1.16 0.089

***

Entry 5:
8
Properties=species:S:1:pos:R:3:lowdin_charge:R:1 method="wB97M-V/def2-TZVPD" lumo_ev="-0.965 / -0.666" de_lowest_kcal_mol=107.39 homo_energy_ha="-0.3443 / -0.3102" gap_ha="0.30889 / 0.28574"
C -0.42 -0.17 0.42 -0.345
C -0.26 -0.93 -0.86 -1.355
I -1.77 -0.67 -2.34 0.669
I 0.29 -2.99 -0.72 0.668
H -1.21 0.61 0.28 0.041
H -0.84 -0.81 1.28 0.080
H 0.51 0.34 0.95 0.113
H 1.31 0.02 -2.30 0.129

***

Entry 6:
8
Properties=species:S:1:pos:R:3:lowdin_charge:R:1 method="wB97M-V/def2-TZVPD" smiles=ICCI lumo_ev=0.268 de_lowest_kcal_mol=0.00 homo_energy_ha=-0.3539 gap_ha=0.36377
I 1.58 1.81 0.40 0.823
C 0.59 0.00 0.52 -0.862
C -0.57 0.01 -0.47 -0.780
I -1.58 -1.91 -0.46 0.701
H 1.25 -0.80 0.18 0.032
H 0.35 -0.11 1.58 0.032
H -0.21 0.27 -1.46 0.022
H -1.39 0.73 -0.28 0.032

***

Entry 7:
9
Properties=species:S:1:pos:R:3:lowdin_charge:R:1 method="wB97M-V/def2-TZVPD" lumo_ev=-0.458 de_lowest_kcal_mol=57.54 homo_energy_ha=-0.3064 gap_ha=0.28960
C -1.94 0.95 -0.31 -0.546
C 2.11 -0.32 0.17 -1.223
S 2.27 -1.76 0.93 0.642
I 3.81 0.54 -0.50 0.729
I -1.54 -1.14 -0.69 0.630
H -2.97 1.21 -0.44 -0.020
H -1.39 1.00 0.69 0.008
H -1.41 1.48 -1.11 -0.009
H 1.07 -1.96 1.26 -0.212

***

Entry 8:
10
Properties=species:S:1:pos:R:3:lowdin_charge:R:1 method="wB97M-V/def2-TZVPD" lumo_ev=0.280 de_lowest_kcal_mol=30.99 homo_energy_ha=-0.3428 gap_ha=0.35313
C 1.49 0.10 0.25 -0.149
C 0.69 -0.85 -0.15 -0.665
N -1.80 0.86 1.75 0.188
N -1.71 0.73 0.64 -0.332
N -1.58 0.29 -0.45 0.043
I 0.59 -1.42 -2.28 0.671
H 1.63 0.08 1.31 0.052
H 1.88 0.93 -0.32 0.051
H 0.36 -1.53 0.61 0.036
H -1.55 0.81 -1.37 0.105